No. 1
Computed, not measured: 2 unconnected molecules or ions with the total composition C2H8NO2 at a distorted geometry, with wB97M-V/def2-TZVPD.

Last column: Mulliken charge in e.
CARTESIAN COORDINATES (ANGSTROEM)
C 1.53395 0.73404 -0.79425  -0.7256
N 0.76087 -0.55037 -1.05928  -0.3251
H 1.73668 1.18885 -1.75929  0.3403
H 2.36681 0.45639 -0.16155  0.3401
H 0.87710 1.39744 -0.24021  0.2730
H 0.20598 -0.92914 -0.21186  0.4059
H 0.17320 -0.39389 -1.87683  0.3578
H 1.44404 -1.25399 -1.34345  0.3772
O -0.96067 -0.91557 0.80488  -0.6202
C -2.01351 -0.45034 1.21471  0.2729
O -2.00895 0.77128 1.82180  -0.3910
H -3.00729 -0.84549 1.43511  0.3651
H -1.10820 0.79081 2.17021  0.3296

Computed properties:
ΔE to the lowest compared entry with this formula, charge and spin = 23.6 kcal per mole
LUMO energy = -3.4 eV
HOMO = -16.009 eV
Kohn-Sham gap = 12.585 eV
charge = +1

No. 2
Computed, not measured: a single C2H8NO2P molecule at a distorted geometry, with wB97M-V/def2-TZVPD.

Last column: Mulliken charge in e.
CARTESIAN COORDINATES (ANGSTROEM)
C -1.42198 -1.95212 0.26880  -0.8921
N -0.28680 -1.11633 0.32406  -0.3888
P -0.43373 0.53553 -0.47475  0.3060
O -0.31174 -0.04630 -1.99202  -0.4871
O 1.21587 0.96774 -0.15463  -0.2871
C 1.41260 2.38619 -0.13181  -0.7864
H -2.25487 -1.50840 -0.14318  0.3437
H -1.20127 -2.79219 -0.27657  0.2963
H -1.78792 -2.23044 1.27157  0.3333
H 0.30356 -0.96087 1.12841  0.2580
H 0.04063 -0.95250 -2.05256  0.3426
H 2.29588 2.46208 0.48797  0.2481
H 0.63673 2.93365 0.22867  0.4037
H 1.63100 2.93926 -1.02678  0.3098

Computed properties:
ΔE to the lowest compared entry with this formula, charge and spin = 42.4 kcal per mole
LUMO energy = 1.0 eV
HOMO = -8.840 eV
SMILES = CNP(O)OC
Kohn-Sham gap = 9.890 eV

No. 3
Computed, not measured: a single C2H8NO2PS molecule at a distorted geometry, with wB97M-V/def2-TZVPD.

Last column: Mulliken charge in e.
CARTESIAN COORDINATES (ANGSTROEM)
C -1.66703 -0.95184 0.99335  -0.6582
O -1.05737 -0.34193 -0.11016  -0.3290
P 0.49622 -0.41422 -0.54551  0.7079
N 0.36889 -0.53379 -2.24018  -0.6855
S 1.43856 -1.77705 0.48812  -0.3868
O 1.07492 1.03266 -0.37221  -0.3387
C 1.54520 1.60136 0.80080  -0.5805
H -1.79977 -1.94995 0.70225  0.3298
H -2.65226 -0.50601 1.06395  0.2249
H -1.00797 -0.82362 1.89239  0.3145
H -0.55790 -0.07142 -2.62341  0.3303
H 0.20374 -1.49729 -2.24987  0.3085
H 0.83889 2.28701 1.21219  0.2200
H 2.39160 2.12896 0.47855  0.2457
H 1.95904 0.67348 1.37822  0.2970

Computed properties:
ΔE to the lowest compared entry with this formula, charge and spin = 40.7 kcal per mole
LUMO energy = 0.7 eV
HOMO = -9.072 eV
SMILES = COP(N)(=S)OC
Kohn-Sham gap = 9.799 eV

No. 4
Computed, not measured: 2 unconnected molecules or ions with the total composition C2H8NO2S at a distorted geometry, with wB97M-V/def2-TZVPD.

Last column: Mulliken charge in e.
CARTESIAN COORDINATES (ANGSTROEM)
C -1.53628 0.53753 -0.24567  -0.4552
C 0.16983 0.11868 -1.85747  0.3247
N -1.08516 1.24793 0.84029  -0.4040
O 1.35294 -0.27226 -2.16506  -0.3867
O -0.34671 -0.22462 -0.75980  -0.1176
S 1.77661 -1.34731 1.76013  -0.3706
H -2.22674 -0.29752 -0.01225  0.2727
H -2.08904 1.05453 -1.02541  0.4738
H -0.29709 0.74122 -2.54237  0.3701
H -0.86120 0.63969 1.62292  0.2360
H 2.91378 -1.45396 2.43083  0.1769
H -0.83310 2.25759 0.65716  0.2522
H 1.91063 -0.92365 -1.55416  0.4320
H 1.15154 -2.07785 2.85084  0.1958

Computed properties:
ΔE to the lowest compared entry with this formula, charge and spin = 35.6 kcal per mole
LUMO energy = -4.6 eV
HOMO = -13.202 eV
Kohn-Sham gap = 8.640 eV
charge = +1